21
Properties=species:S:1:pos:R:3 method="wB97M-V/def2-TZVPD" e_lumo_ev="0.856 / -0.200" spin_multiplicity=3 gap_ha="0.2795 / 0.3580"
C 2.44 2.74 0.47
C 1.96 1.93 -0.48
C -0.52 -2.44 -0.52
C 0.76 -0.58 0.71
C -2.29 0.49 0.73
C 0.05 -0.96 -0.62
Si -1.32 0.20 -0.98
Cl -2.28 -0.30 -2.63
H 2.42 3.78 0.60
H 2.78 2.21 1.41
H 1.56 2.00 -1.55
H 0.29 -3.05 -0.33
H -1.21 -2.48 0.24
H -1.06 -2.73 -1.43
H 1.06 -1.60 1.15
H 0.21 0.01 1.37
H 1.61 0.07 0.45
H -1.89 1.37 1.15
H -3.31 0.63 0.45
H -2.11 -0.41 1.26
H 0.86 -0.90 -1.44


25
Properties=species:S:1:pos:R:3 method="wB97M-V/def2-TZVPD" e_lumo_ev=0.756 spin_multiplicity=1 gap_ha=0.3609
C 1.74 1.83 -0.97
C 1.82 -1.62 -0.25
C -3.29 -1.40 0.95
C 0.44 1.58 -0.19
C 0.74 -0.75 0.53
C -3.05 0.02 0.50
N 0.00 0.21 -0.16
O -1.62 0.76 -2.12
O -1.25 -1.60 -1.34
F -2.51 0.93 1.26
F -4.05 0.59 -0.19
S -1.36 -0.20 -1.05
H 1.61 1.12 -1.64
H 1.63 2.80 -1.41
H 2.67 1.67 -0.47
H 2.38 -2.37 0.28
H 1.52 -2.23 -1.15
H 2.68 -1.07 -0.64
H -4.08 -1.33 1.76
H -3.65 -1.92 0.08
H -2.37 -1.75 1.33
H 0.58 2.03 0.81
H -0.35 2.22 -0.77
H -0.03 -1.41 1.00
H 1.30 -0.37 1.28


24
Properties=species:S:1:pos:R:3 method="wB97M-V/def2-TZVPD" e_lumo_ev="-0.785 / -0.784" spin_multiplicity=1 gap_ha="0.2641 / 0.2641"
C 0.51 2.59 0.95
C -0.29 -2.49 0.05
C 1.14 -0.33 -2.18
C -0.26 1.29 1.13
C -0.14 -1.18 0.90
C 0.15 0.11 0.27
O 2.65 -0.91 -0.13
O -1.52 0.29 -1.20
S -2.54 1.20 -0.68
S 1.89 0.23 -0.61
I -4.02 -0.21 0.55
H 1.04 2.62 0.06
H -0.07 3.38 0.86
H 1.25 2.66 1.80
H -1.05 -2.25 -0.58
H -0.64 -3.15 0.81
H 0.67 -2.66 -0.52
H 0.96 -1.48 -2.12
H 1.86 -0.09 -2.98
H 0.24 0.13 -2.37
H -1.26 1.64 0.77
H -0.22 1.06 2.12
H -1.04 -0.94 1.65
H 0.68 -1.50 1.45


26
Properties=species:S:1:pos:R:3 method="wB97M-V/def2-TZVPD" e_lumo_ev="-11.719 / -16.281" spin_multiplicity=7 gap_ha="0.2659 / 0.2135" charge=+3
O -0.70 -1.06 -0.54
C -1.91 -1.77 -0.44
C -2.94 -0.97 0.35
O -2.92 0.38 -0.13
C -3.91 1.22 0.46
Mg -1.05 0.89 -0.73
H -1.78 -2.74 0.05
H -2.31 -1.96 -1.45
H -2.69 -0.95 1.43
H -3.95 -1.38 0.23
H -3.72 2.25 0.12
H -4.90 0.90 0.14
H -3.83 1.17 1.56
O 0.43 0.67 0.85
C 0.42 -0.61 1.03
O 1.53 -1.33 0.92
C 2.79 -0.70 0.87
O 2.93 0.11 -0.27
C 3.12 -0.61 -1.51
Ru 1.72 1.76 -0.26
H -0.29 -1.01 1.76
H 3.53 -1.51 0.84
H 2.93 -0.09 1.77
H 3.26 0.14 -2.29
H 4.02 -1.23 -1.43
H 2.23 -1.22 -1.73


20
Properties=species:S:1:pos:R:3 method="wB97M-V/def2-TZVPD" e_lumo_ev="3.472 / 3.467" spin_multiplicity=2 gap_ha="0.1096 / 0.2057" charge=-1
C 0.31 -1.62 -1.53
N -0.55 -0.44 -1.32
C -0.34 0.81 -0.52
C 0.32 0.64 0.92
C -0.03 1.76 1.86
C 0.78 2.43 2.77
C -0.50 -2.93 -1.71
H 0.84 -1.53 -2.45
H 1.01 -1.74 -0.62
H -1.33 -0.86 -0.84
H -1.20 1.45 -0.51
H 0.30 1.30 -1.29
H 1.39 0.70 0.63
H 0.12 -0.36 1.43
H -1.12 2.03 1.83
H 0.91 3.55 2.51
H 1.79 1.95 2.94
H -0.03 -3.71 -2.33
H -1.51 -2.74 -2.17
H -0.52 -3.48 -0.72


20
Properties=species:S:1:pos:R:3 method="wB97M-V/def2-TZVPD" e_lumo_ev="3.872 / 3.802" spin_multiplicity=2 gap_ha="0.0856 / 0.3179" charge=-1
C -0.14 2.14 -0.82
N 0.52 1.01 -0.21
C -0.24 0.16 0.64
C -0.53 -1.24 0.03
C -0.71 -2.29 1.03
C 0.14 -3.30 1.33
C 0.80 2.82 -1.80
H -0.96 1.80 -1.41
H -0.53 2.88 -0.11
H 1.44 1.27 0.12
H -1.21 0.60 0.85
H 0.21 0.08 1.61
H 0.32 -1.48 -0.60
H -1.36 -1.10 -0.66
H -1.55 -2.13 1.74
H 0.03 -3.87 2.24
H 1.12 -3.35 0.91
H 0.35 3.74 -2.16
H 1.02 2.13 -2.61
H 1.76 3.02 -1.32


20
Properties=species:S:1:pos:R:3 method="wB97M-V/def2-TZVPD" e_lumo_ev=0.930 spin_multiplicity=1 smiles="CCC(=CN)CC" gap_ha=0.2875
C -1.58 -1.37 -1.01
C -1.18 0.16 -0.85
C 0.01 0.41 -0.03
C 0.90 1.44 -0.11
N 0.75 2.76 -0.43
C 0.19 -0.39 1.23
C 1.24 -1.43 0.87
H -0.61 -1.93 -1.02
H -2.23 -1.83 -1.78
H -2.15 -1.67 -0.09
H -2.13 0.61 -0.42
H -1.01 0.67 -1.82
H 1.86 1.30 0.49
H 0.09 3.37 -0.97
H 1.61 3.38 -0.19
H -0.79 -0.62 1.58
H 0.75 0.03 2.09
H 0.75 -2.27 0.35
H 2.03 -0.91 0.23
H 1.50 -1.71 1.88


20
Properties=species:S:1:pos:R:3 method="wB97M-V/def2-TZVPD" e_lumo_ev=0.651 spin_multiplicity=1 gap_ha=0.2753
C -0.47 0.41 0.47
C -1.54 -0.24 1.29
C 0.46 1.43 1.08
C -0.61 0.38 -1.27
C 1.73 -0.67 -0.96
C 0.22 -0.79 -0.77
N -0.37 -1.98 -0.84
H 0.28 -2.71 -0.56
H -1.23 -0.24 2.34
H -2.52 0.26 1.24
H -1.64 -1.29 0.99
H -0.07 2.21 1.64
H 1.11 0.90 1.79
H 1.10 1.91 0.35
H -1.55 0.05 -1.70
H -0.06 1.18 -1.76
H -1.16 1.15 -0.31
H 2.00 -1.04 -1.95
H 2.11 0.35 -0.87
H 2.23 -1.29 -0.21


20
Properties=species:S:1:pos:R:3 method="wB97M-V/def2-TZVPD" e_lumo_ev=0.881 spin_multiplicity=1 gap_ha=0.2979
C 2.99 -0.31 0.79
C 0.32 -0.93 -1.02
C 0.56 0.53 -1.31
N -0.73 0.15 -0.75
C -2.04 0.75 -0.88
C -1.40 0.53 0.46
C -1.80 -0.63 1.34
H 2.84 0.71 1.15
H 3.63 -0.28 -0.09
H 3.46 -0.91 1.57
H 0.06 -1.44 -1.95
H 2.03 -0.75 0.50
H 0.46 0.95 -2.31
H 1.18 1.14 -0.64
H -2.86 0.11 -1.19
H -2.05 1.76 -1.28
H -0.97 1.40 0.96
H -2.51 -0.31 2.11
H -2.26 -1.42 0.74
H -0.91 -1.05 1.81


20
Properties=species:S:1:pos:R:3 method="wB97M-V/def2-TZVPD" e_lumo_ev=1.195 spin_multiplicity=1 smiles="C=NCCC.C=C" gap_ha=0.3873
C -0.35 -2.27 0.37
N -0.82 -1.11 0.16
C -0.73 -0.14 1.23
C -0.22 1.21 0.74
C -0.30 2.26 1.85
H -0.38 -3.02 -0.42
H 0.12 -2.57 1.32
H -1.75 0.00 1.62
H -0.11 -0.50 2.07
H -0.82 1.52 -0.13
H 0.81 1.11 0.39
H 0.30 1.97 2.71
H -1.34 2.37 2.19
H 0.04 3.24 1.51
C 1.68 -1.14 -1.90
C 0.62 -0.76 -2.60
H 1.97 -0.69 -0.96
H 2.36 -1.56 -2.61
H 0.38 -1.31 -3.51
H 0.05 0.12 -2.36


20
Properties=species:S:1:pos:R:3 method="wB97M-V/def2-TZVPD" e_lumo_ev=1.241 spin_multiplicity=1 smiles=CCCN1C[C@H]1C gap_ha=0.3785
C 3.13 -0.12 -0.27
C 1.74 -0.72 -0.06
C 0.64 0.21 -0.56
N -0.74 -0.31 -0.51
C -1.64 0.82 -0.74
C -1.55 0.22 0.60
C -2.80 -0.47 1.08
H 3.26 0.83 0.26
H 3.33 0.07 -1.34
H 3.91 -0.80 0.09
H 1.67 -1.68 -0.57
H 1.58 -0.91 1.01
H 0.85 0.45 -1.62
H 0.71 1.17 -0.01
H -2.55 0.61 -1.30
H -1.17 1.78 -0.92
H -0.93 0.69 1.34
H -3.54 0.33 1.09
H -3.15 -1.24 0.38
H -2.73 -0.92 2.07


20
Properties=species:S:1:pos:R:3 method="wB97M-V/def2-TZVPD" e_lumo_ev=0.793 spin_multiplicity=1 gap_ha=0.3220
C 0.89 2.02 0.02
C 1.93 0.57 -1.81
C 0.95 0.68 -0.67
N -0.10 -1.59 -0.66
C 0.18 -0.35 -0.33
H 0.60 -2.26 -0.36
H 2.96 0.66 -1.44
H 0.68 2.82 -0.69
H 0.13 2.04 0.80
H 1.85 2.26 0.49
H 1.84 -0.39 -2.32
H 1.78 1.37 -2.54
C -1.72 -0.31 1.47
C -1.97 -1.68 1.17
H -2.91 -1.91 0.67
H -1.13 -1.88 0.19
H -2.41 0.45 1.12
H -1.20 -0.05 2.39
H -0.67 -0.02 0.59
H -1.68 -2.41 1.92


One value per record, in order, for ΔE to the lowest compared entry with this formula, charge and spin: 0.000, 0.138, 1.818, 0.653, 2.799, 1.221, 2.840, 4.520, 4.738, 2.190, 1.142, 3.498 eV.